{
  "formula": "C52H52BrFeGeN5O",
  "method": "wB97M-V/def2-TZVPD",
  "relative_energy_kj_mol": 312.7,
  "charge": 3,
  "energy_ev": -225188.7717,
  "homo_ev": [-15.92, -16.10],
  "orbital_gap_ev": [6.21, 5.96],
  "fmax_ev_per_a": 1.76,
  "molar_mass_g_mol": 971.38,
  "multiplicity": 6,
  "species": ["C", "C", "H", "H", "C", "C", "C", "H", "C", "H", "N", "C", "H", "C", "H", "H", "H", "H", "C", "C", "C", "H", "H", "N", "H", "H", "N", "C", "H", "C", "C", "C", "H", "H", "H", "C", "C", "C", "Ge", "C", "C", "H", "C", "C", "H", "H", "H", "H", "H", "C", "C", "H", "C", "H", "C", "H", "C", "C", "C", "C", "H", "H", "C", "H", "C", "H", "Br", "H", "H", "C", "C", "C", "H", "Fe", "C", "H", "N", "H", "C", "H", "C", "C", "C", "H", "C", "H", "H", "H", "C", "O", "H", "C", "H", "H", "H", "C", "H", "C", "C", "N", "H", "C", "C", "H", "C", "H", "H", "H", "H", "H", "C", "C", "C"],
  "positions_angstrom": [[0.24826, -2.54294, -1.10324], [-4.81624, -4.09150, -1.37694], [3.70376, -2.75329, -4.59318], [0.56055, 0.70692, -3.16422], [-2.87086, 1.44465, 0.43160], [-4.19988, -4.02898, -3.80927], [1.93305, -4.26574, -1.21535], [2.64695, -5.02852, -3.73204], [3.41200, 5.08207, -2.80954], [4.78349, 0.97848, 2.43213], [1.07502, -1.67735, -0.48531], [-0.57962, 4.76653, -1.60752], [2.98583, -1.43014, 0.27042], [2.76497, -3.37407, -0.55124], [5.25821, -1.83362, 4.28682], [3.78513, -3.63035, -0.30547], [1.90201, 4.29096, 3.60422], [-5.01175, -4.72945, -4.00896], [-4.42021, -2.08636, 2.37859], [2.84548, 0.62757, 1.61769], [5.34465, -0.85727, -2.30433], [1.67527, 5.82019, 1.66332], [-4.85889, -2.93636, 2.88406], [1.69074, -0.05159, 1.63261], [2.94578, 1.39220, 0.85977], [-2.08724, -3.88388, -1.57698], [-1.13632, -0.67067, -1.62273], [-1.08367, -2.00733, -1.49147], [1.00803, 1.97569, 3.44474], [-2.48742, -0.88588, 1.47698], [-0.03037, 3.11329, 0.56755], [-3.33498, -0.91499, -2.53985], [3.31335, 2.90733, -0.23012], [-0.78444, 5.38949, -2.46726], [-3.54834, 2.29831, 0.35672], [2.31213, -2.11519, -0.21902], [3.68856, 4.51166, -1.57002], [-3.34990, -2.28467, -2.27464], [1.54979, 0.88457, -2.01241], [2.51454, 4.46992, -3.67056], [0.63822, -3.81037, -1.47650], [2.48394, -6.76984, -3.50159], [2.18039, 2.70248, -2.06586], [-5.26230, -1.03949, 1.92285], [1.80843, -1.40889, -3.77958], [5.59316, -0.11094, 4.47148], [-6.63938, -3.02643, -3.05237], [5.95828, -2.42446, -3.63743], [0.61343, -1.54730, 2.56596], [3.72693, -0.57230, 3.49554], [0.25898, 5.20732, -0.62681], [1.83502, -7.69512, -1.19816], [2.52287, -1.27222, 3.50761], [-5.77067, -4.59980, -1.51421], [-2.23361, -0.16450, -2.19552], [1.18344, 2.82318, -3.98416], [2.37288, -5.65483, -1.65722], [-1.00829, 2.72249, -0.40988], [-2.16615, -2.82121, -1.76458], [1.25298, 4.82219, 1.63883], [-2.04196, 3.28022, -2.18235], [3.90227, 6.00056, -3.10380], [-3.37965, 0.20031, 1.03932], [-4.05308, -4.86360, -1.26554], [3.87278, 0.39796, 2.50646], [0.47067, -6.58318, -1.09422], [-7.05212, -1.14394, 2.18494], [4.48928, -5.15499, -1.87535], [1.05847, -5.74346, -3.41388], [0.85654, 2.67562, 2.62978], [2.11957, -5.79910, -3.16501], [1.88625, 3.28485, -3.29888], [-6.07231, -1.69810, -2.04348], [0.06043, 0.31459, 0.13285], [1.53830, -6.69163, -0.89112], [4.39300, 4.98931, -0.90071], [0.17497, 2.23748, 1.59425], [4.39455, -0.90889, 5.50358], [3.07468, 3.32669, -1.19721], [4.48045, 0.69680, -1.12374], [-4.71701, 0.10230, 1.27616], [-3.08181, -2.00533, 2.17925], [-4.54742, -3.17423, -2.57854], [-4.87034, -3.52342, -0.44306], [1.38780, 3.97982, 2.70528], [2.34384, -2.04181, 4.24809], [-5.38575, 0.89935, 0.97254], [6.33968, -0.70291, -1.90756], [4.80679, -0.86159, 4.49589], [-1.24798, -0.88453, 1.28353], [4.13915, -6.87506, -1.75074], [3.86070, -2.01545, -3.81677], [0.71188, 6.18871, -0.69404], [-4.17721, -0.41930, -2.99910], [-2.41355, -2.78496, 2.51979], [2.79709, -1.24775, -3.36236], [1.69360, -6.61005, 0.18648], [1.54578, -0.99816, 2.57363], [4.29070, -0.07634, -1.85999], [-1.68067, 1.53039, 0.01816], [4.07808, -5.87740, -0.30570], [-1.26780, 3.54058, -1.46850], [5.12909, -1.82695, -3.28170], [-3.28808, -4.60862, -3.65141], [-5.80152, -2.35192, -2.87816], [-5.69353, -1.74210, -3.77646], [-4.06411, -3.40897, -4.69697], [-2.21724, 0.89887, -2.40435], [-0.05834, -4.44070, -2.01132], [2.29581, 4.91195, -4.63383], [3.01000, -0.26610, -2.38871], [3.85585, -5.89213, -1.37504], [0.51722, 4.40048, 0.50451]],
  "atomic_forces_ev_per_a": [[-0.16, 0.34, 0.00], [-0.02, -0.01, 0.07], [0.00, 0.02, 0.01], [-0.27, 0.02, 0.23], [-0.23, -0.46, 0.10], [0.01, -0.02, -0.03], [-0.07, -0.12, -0.05], [0.00, -0.02, 0.02], [-0.03, -0.08, 0.01], [-0.01, 0.00, 0.01], [-0.27, -0.10, -0.09], [-0.07, -0.03, -0.02], [0.00, 0.00, -0.03], [0.11, 0.02, 0.02], [-0.01, 0.00, 0.00], [-0.01, -0.01, -0.01], [0.00, -0.01, -0.01], [0.01, 0.02, 0.01], [-0.09, 0.14, -0.06], [-0.11, -0.08, 0.02], [-0.02, -0.05, -0.03], [0.00, -0.02, -0.01], [-0.01, 0.01, 0.01], [-0.14, 0.22, -0.05], [-0.02, 0.03, -0.02], [0.00, 0.04, -0.02], [-0.01, -0.13, 0.11], [0.25, 0.07, 0.04], [0.03, 0.01, -0.03], [-0.18, 0.19, -0.05], [-0.60, 0.03, -0.14], [-0.05, -0.06, -0.01], [0.01, -0.01, 0.02], [-0.01, -0.02, 0.00], [-0.02, -0.03, 0.05], [-0.15, 0.00, 0.08], [-0.02, 0.00, -0.02], [-0.03, -0.02, -0.06], [0.64, 0.17, -1.63], [0.01, -0.03, -0.03], [0.05, -0.16, 0.00], [-0.02, 0.00, 0.00], [-0.10, 0.23, 0.45], [0.65, 0.14, -0.16], [0.01, 0.02, 0.00], [-0.01, 0.01, -0.01], [0.01, 0.01, 0.00], [0.00, 0.00, 0.00], [0.01, 0.02, -0.03], [0.14, -0.03, 0.13], [0.07, 0.09, -0.04], [-0.01, 0.01, 0.00], [-0.05, -0.09, 0.05], [0.03, -0.02, -0.01], [0.19, 0.20, -0.02], [-0.01, 0.02, 0.01], [-0.01, 0.12, 0.05], [-0.22, 0.30, 0.96], [-0.05, -0.08, -0.05], [0.02, 0.07, -0.11], [0.04, 0.02, -0.01], [-0.01, 0.01, 0.01], [0.47, 0.15, -0.10], [0.00, 0.03, 0.01], [0.09, 0.03, -0.02], [0.02, -0.01, 0.00], [-0.70, -0.03, 0.09], [-0.02, -0.02, -0.01], [0.02, 0.00, 0.00], [0.07, -0.05, -0.01], [0.01, 0.01, -0.04], [-0.06, 0.16, 0.03], [0.02, -0.03, -0.01], [-0.07, -1.05, 1.40], [-0.03, -0.03, 0.02], [-0.01, -0.02, -0.01], [0.16, 0.37, -0.41], [0.00, 0.00, 0.00], [0.02, 0.09, -0.08], [-0.02, 0.01, -0.01], [-0.30, -0.30, 0.18], [0.07, 0.19, -0.14], [0.09, 0.07, 0.00], [-0.03, 0.00, -0.03], [-0.03, -0.09, 0.10], [-0.01, 0.02, 0.00], [-0.02, -0.02, 0.04], [-0.01, 0.00, -0.01], [-0.07, 0.01, -0.09], [0.01, -0.19, -0.11], [0.00, 0.01, 0.02], [-0.01, 0.02, 0.03], [0.01, -0.02, 0.02], [-0.01, -0.02, -0.02], [0.03, 0.01, -0.02], [0.07, -0.06, 0.07], [0.01, 0.01, -0.02], [-0.07, 0.12, -0.10], [0.01, -0.01, -0.05], [1.21, 0.32, -0.60], [-0.01, 0.01, -0.02], [-0.45, -0.23, -0.30], [-0.05, 0.07, 0.04], [-0.03, 0.00, 0.00], [-0.04, 0.01, 0.03], [0.01, -0.02, 0.01], [0.01, 0.00, 0.02], [-0.02, -0.02, 0.07], [0.02, 0.01, 0.01], [0.01, -0.02, 0.00], [0.23, -0.43, 0.12], [0.03, -0.01, 0.00], [0.20, -0.01, 0.29]],
  "lowdin_spin": [0.00, 0.00, 0.00, -0.01, 0.01, 0.00, 0.00, 0.00, -0.01, 0.00, 0.04, 0.00, 0.00, 0.00, 0.00, 0.00, 0.00, 0.00, -0.01, 0.00, 0.00, 0.00, 0.00, 0.05, 0.00, 0.00, 0.04, 0.00, 0.00, 0.10, 0.01, 0.00, 0.00, 0.00, 0.00, 0.00, 0.00, 0.00, -0.09, 0.00, 0.00, 0.00, -0.03, 0.23, 0.00, 0.00, 0.00, 0.00, 0.00, 0.00, 0.01, 0.00, 0.00, 0.00, 0.00, 0.00, 0.00, 0.01, 0.00, 0.00, 0.00, 0.00, 0.10, 0.00, 0.00, 0.00, 0.17, 0.00, 0.00, 0.00, 0.00, -0.01, 0.00, 3.83, 0.00, 0.00, 0.05, 0.00, 0.00, 0.00, 0.04, 0.12, 0.00, 0.00, 0.00, 0.00, 0.00, 0.00, 0.00, 0.24, 0.00, 0.00, 0.00, 0.00, 0.00, -0.01, 0.00, 0.00, -0.01, 0.09, 0.00, 0.01, -0.01, 0.00, 0.00, 0.00, 0.00, 0.00, 0.00, 0.00, -0.02, 0.00, 0.00]
}